# 1
{"formula": "C17H18BrN5O5S3", "method": "ωB97M-V with the def2-TZVPD basis set", "total_energy_ev": -138157.88109, "gap_ha": 0.331, "smiles": "O=C(Nc1ncc(Br)s1)NS(=O)(=O)c1csc2ccccc12.CNC(=O)CNC(C)=O", "lumo_energy_ev": 0.2, "multiplicity": 1, "charge": 0, "largest_force_ev_per_a": 4.14, "symbols": ["O", "C", "N", "C", "N", "C", "C", "Br", "S", "N", "S", "O", "O", "C", "C", "S", "C", "C", "C", "C", "C", "C", "H", "H", "H", "H", "H", "H", "H", "H", "C", "N", "C", "O", "C", "N", "C", "C", "O", "H", "H", "H", "H", "H", "H", "H", "H", "H", "H"], "xyz": [[3.288426, -0.310628, -1.235859], [3.025820, -1.167670, -0.416522], [1.854540, -1.135573, 0.291470], [0.929949, -0.114302, 0.271041], [-0.110203, -0.325509, 1.033667], [-0.968904, 0.769327, 0.969285], [-0.563586, 1.794928, 0.155771], [-1.488435, 3.438928, -0.146598], [0.956567, 1.420541, -0.596858], [3.822555, -2.247990, -0.247853], [5.427640, -2.081568, -0.739076], [6.113090, -3.256674, -0.182171], [6.005401, -0.838516, -0.207753], [5.426426, -2.138789, -2.559084], [5.480997, -0.996345, -3.327546], [5.467358, -1.326095, -5.055236], [5.389195, -3.053262, -4.735157], [5.345666, -4.074483, -5.688586], [5.292833, -5.408183, -5.266468], [5.279936, -5.711832, -3.899214], [5.321156, -4.682740, -2.950228], [5.375357, -3.348142, -3.371954], [1.604995, -1.936414, 0.852052], [-1.896972, 0.809793, 1.531627], [3.755944, -2.705910, 0.644016], [5.509564, 0.008981, -2.910682], [5.353151, -3.832165, -6.746816], [5.264496, -6.207261, -6.001248], [5.241801, -6.747745, -3.575309], [5.320379, -4.934039, -1.894685], [-7.173030, 5.332778, 1.625773], [-6.172223, 4.433803, 2.197677], [-5.079755, 4.008629, 1.552007], [-4.830225, 4.344706, 0.398423], [-4.129990, 3.037539, 2.271450], [-4.760838, 2.027610, 3.136580], [-5.321293, 2.267158, 4.321033], [-5.821698, 1.065303, 5.086600], [-5.454970, 3.391547, 4.783428], [-6.690978, 6.255486, 1.296150], [-7.935344, 5.571419, 2.368906], [-7.644517, 4.858908, 0.762698], [-6.261530, 4.166737, 3.172726], [-3.546321, 2.524389, 1.510784], [-3.448282, 3.636161, 2.877194], [-4.731771, 1.070328, 2.825754], [-6.524813, 0.506785, 4.471513], [-6.320786, 1.406738, 5.992869], [-4.976779, 0.433311, 5.354409]], "forces_ev_per_a": [[-0.004, 0.299, 0.100], [-1.300, 1.880, -1.420], [1.193, -0.576, -0.185], [-1.131, 0.254, 0.562], [-0.501, 1.344, -0.430], [0.466, 0.474, -0.562], [-0.337, -0.347, 0.461], [0.562, -0.835, 0.012], [0.107, -0.928, 0.449], [0.714, -0.832, 0.179], [3.838, 0.336, 1.521], [-1.785, 0.878, -1.357], [-1.680, -1.413, -1.688], [-0.211, 0.932, -0.172], [-0.062, -0.829, 0.504], [0.028, -0.250, 1.423], [-0.011, -0.015, -0.430], [-0.010, -0.494, 0.066], [0.028, 0.751, -0.037], [0.026, 0.753, 0.324], [-0.063, -0.811, -0.454], [-0.042, -0.191, 0.966], [-0.285, 0.204, 0.122], [0.276, -0.259, -0.021], [0.265, -0.532, 0.242], [-0.031, -0.237, -0.318], [0.010, -0.053, 0.111], [-0.002, 0.152, 0.074], [0.007, 0.175, -0.011], [0.040, 0.167, -0.109], [0.563, -0.188, -0.250], [-0.505, -0.139, 1.021], [-0.118, -0.061, -1.139], [0.174, -0.030, 0.281], [-0.495, 0.056, 0.659], [0.550, -0.171, -1.200], [-0.559, 0.184, 1.116], [0.065, 0.063, -0.056], [0.141, 0.343, -0.118], [-0.118, -0.033, -0.043], [0.207, -0.152, 0.002], [-0.006, 0.110, 0.014], [0.092, 0.195, -0.124], [-0.194, 0.106, 0.037], [0.068, 0.018, 0.031], [-0.008, 0.085, -0.044], [-0.002, -0.186, 0.029], [0.086, -0.017, -0.152], [-0.046, -0.180, 0.014]]}

***

# 2
{"formula": "C17H18Cl5N8O4STa", "method": "ωB97M-V with the def2-TZVPD basis set", "total_energy_ev": -113023.40740, "gap_ha": [0.221, 0.284], "lumo_energy_ev": [-3.2, -3.2], "relative_energy_kcal_mol": 11.2, "multiplicity": 2, "charge": 1, "largest_force_ev_per_a": 1.15, "symbols": ["Ta", "N", "N", "C", "N", "N", "N", "O", "O", "H", "H", "H", "H", "H", "O", "N", "C", "C", "C", "C", "C", "S", "H", "H", "H", "H", "C", "O", "H", "H", "H", "Cl", "C", "C", "C", "Cl", "C", "Cl", "C", "Cl", "C", "Cl", "C", "N", "C", "C", "N", "C", "H", "H", "H", "H", "H", "H"], "xyz": [[0.355167, 0.174469, -0.260661], [-0.855104, -1.169159, 3.104179], [-2.132344, -0.632099, 3.178192], [-2.727742, -0.162718, 2.074269], [-4.029596, 0.096566, 2.126685], [-1.921291, -0.005278, 0.998505], [-2.476497, 0.387325, -0.163968], [-1.629937, 0.292557, -1.086976], [-3.590094, 0.801549, -0.383697], [-0.857585, -2.151817, 3.342466], [-0.192220, -0.637274, 3.651127], [-2.689559, -0.748429, 4.013314], [-4.541088, -0.069382, 2.977296], [-4.483019, 0.565833, 1.359528], [-0.417545, 2.158304, -0.175183], [-0.239315, 3.055133, 0.809269], [-0.833759, 4.260106, 0.625454], [-0.712184, 5.235946, 1.566629], [0.038737, 4.960927, 2.721117], [0.616383, 3.732370, 2.883072], [0.471098, 2.730699, 1.903024], [1.155119, 1.168070, 1.993759], [-1.374956, 4.344104, -0.303960], [-1.187608, 6.191169, 1.406676], [0.165815, 5.719501, 3.481077], [1.203917, 3.495652, 3.757680], [3.547484, -0.079002, -0.790499], [2.165501, 0.026354, -0.562745], [3.989507, -0.669611, 0.012200], [3.978950, 0.921709, -0.797796], [3.726892, -0.564649, -1.751141], [-1.682825, -2.278794, -2.239751], [-0.669046, -2.930482, -0.957150], [0.091075, -2.089608, -0.142869], [0.821518, -2.779508, 0.837826], [1.873177, -1.926641, 1.964024], [0.797718, -4.165064, 1.014243], [1.710269, -4.940725, 2.254578], [0.008498, -4.944819, 0.172283], [-0.049656, -6.650121, 0.371984], [-0.730415, -4.319327, -0.823808], [-1.709854, -5.288833, -1.858394], [0.844271, -1.448569, -5.656228], [0.565765, -0.558751, -4.534177], [-0.093520, 0.651009, -4.583347], [-0.146808, 1.107252, -3.308603], [0.479437, 0.198082, -2.479655], [0.881115, -0.787986, -3.257488], [0.504388, -0.964155, -6.567008], [0.306979, -2.385677, -5.526990], [1.913413, -1.632133, -5.728944], [-0.449533, 1.061423, -5.510565], [-0.584109, 2.011369, -2.926285], [1.393037, -1.678320, -2.929813]], "forces_ev_per_a": [[0.738, 0.409, 0.786], [-0.116, -0.070, 0.021], [-0.042, -0.067, 0.015], [0.426, 0.001, -0.129], [-0.028, 0.136, 0.054], [-0.659, 0.156, -0.042], [0.509, -0.261, -0.396], [-1.052, 0.098, -0.252], [-0.135, -0.091, 0.482], [0.016, -0.002, 0.045], [-0.006, 0.014, -0.006], [0.008, 0.045, -0.001], [-0.009, -0.037, -0.042], [0.042, -0.026, -0.092], [0.327, 0.202, -0.097], [-0.270, 0.138, -0.143], [0.093, -0.107, 0.013], [0.019, -0.012, 0.046], [-0.038, 0.075, -0.037], [0.017, -0.084, -0.010], [0.147, 0.026, -0.020], [-0.147, -0.160, 0.263], [-0.013, 0.039, 0.006], [0.008, 0.017, 0.011], [-0.014, 0.011, -0.003], [0.002, -0.023, 0.010], [-0.285, 0.066, 0.068], [0.364, -0.037, 0.120], [0.067, 0.000, -0.040], [0.086, -0.037, -0.005], [0.063, 0.011, -0.006], [0.157, -0.105, 0.139], [-0.402, 0.021, -0.282], [0.211, -0.060, 0.276], [0.237, -0.183, 0.228], [-0.088, -0.058, -0.390], [-0.025, 0.014, -0.014], [-0.044, 0.066, -0.057], [0.049, -0.017, 0.069], [-0.010, 0.085, -0.034], [-0.027, -0.172, -0.007], [0.046, 0.069, 0.023], [-0.064, 0.099, 0.066], [0.014, 0.104, -0.055], [0.053, -0.131, -0.076], [0.098, -0.006, 0.036], [-0.583, -0.008, -0.586], [0.284, -0.111, -0.008], [0.013, -0.027, -0.010], [0.021, -0.017, -0.017], [-0.002, -0.032, -0.015], [-0.011, 0.033, -0.008], [-0.022, 0.006, 0.036], [-0.023, -0.004, 0.069]]}

***

# 3
{"formula": "C17H18F5NO5TeZr", "method": "ωB97M-V with the def2-TZVPD basis set", "total_energy_ev": -51800.21959, "gap_ha": 0.326, "lumo_energy_ev": -7.9, "relative_energy_kcal_mol": 7.6, "multiplicity": 1, "charge": 2, "largest_force_ev_per_a": 0.51, "symbols": ["Zr", "C", "C", "C", "C", "C", "C", "C", "C", "C", "C", "H", "H", "H", "H", "H", "H", "H", "H", "H", "H", "H", "H", "H", "H", "O", "C", "O", "C", "C", "C", "C", "C", "N", "C", "O", "O", "H", "H", "H", "H", "F", "Te", "F", "F", "F", "F", "O"], "xyz": [[-0.505700, -0.570909, -0.152506], [1.255291, 1.197893, 3.666687], [1.959268, 0.735417, 2.396260], [2.042879, 1.878196, 1.379328], [1.351672, -0.518631, 1.794239], [1.936105, -1.133817, 0.677584], [1.460873, -2.352763, 0.166601], [0.390953, -3.022534, 0.765954], [-0.060506, -4.376574, 0.320170], [-0.254238, -2.361398, 1.833622], [0.215890, -1.152970, 2.337911], [1.779719, 2.058759, 4.077622], [1.245523, 0.426703, 4.437255], [0.225997, 1.507527, 3.466840], [2.984043, 0.446553, 2.654396], [1.046256, 2.269680, 1.162388], [2.522316, 1.580527, 0.443687], [2.627349, 2.697937, 1.793768], [2.799046, -0.678283, 0.207187], [1.954933, -2.795340, -0.689734], [-0.333143, -4.979772, 1.185051], [0.724358, -4.888308, -0.232752], [-0.942082, -4.312211, -0.317996], [-1.142371, -2.804027, 2.268317], [-0.319294, -0.682019, 3.149686], [1.459585, 0.862298, -3.742186], [0.837783, 0.739366, -2.620067], [0.853416, -0.293178, -1.925601], [0.071844, 1.903586, -2.131543], [-0.072256, 3.138651, -2.722625], [-0.877852, 4.075980, -2.065903], [-1.492585, 3.745509, -0.869117], [-1.279758, 2.472647, -0.354052], [-0.518300, 1.590925, -0.975153], [-1.858415, 1.923503, 0.926385], [-2.545482, 2.537962, 1.670283], [-1.464279, 0.641183, 1.093993], [1.925096, 0.045885, -4.001842], [0.415584, 3.367800, -3.660013], [-1.020396, 5.056825, -2.499388], [-2.125837, 4.437909, -0.330294], [-2.994767, -3.882344, -1.874111], [-2.558137, -2.126905, -2.068953], [-2.741850, -2.148295, -3.877153], [-4.268774, -1.529111, -1.910529], [-0.741069, -2.552345, -2.341597], [-1.886366, -0.317685, -2.207240], [-2.082343, -1.859788, -0.304863]], "forces_ev_per_a": [[-0.305, 0.410, 0.012], [-0.001, 0.000, 0.001], [-0.009, 0.018, -0.024], [0.013, -0.005, 0.003], [0.041, -0.040, -0.026], [0.014, 0.029, 0.052], [0.051, -0.042, 0.047], [-0.044, -0.003, 0.160], [0.015, 0.013, -0.040], [0.059, -0.057, -0.039], [0.069, -0.027, 0.024], [0.003, -0.001, 0.001], [0.002, 0.002, 0.002], [0.001, -0.002, 0.002], [0.001, 0.003, 0.005], [0.000, 0.002, 0.004], [0.000, 0.000, 0.000], [0.000, 0.003, -0.005], [-0.014, 0.019, -0.009], [0.000, 0.004, -0.003], [0.014, -0.009, 0.005], [-0.009, 0.004, -0.015], [-0.018, 0.005, 0.026], [0.018, -0.020, 0.018], [-0.003, -0.014, 0.012], [-0.003, -0.005, -0.007], [0.062, -0.046, 0.055], [0.063, -0.027, -0.063], [0.010, 0.008, -0.005], [-0.011, 0.006, 0.009], [0.016, -0.011, -0.024], [0.008, 0.004, 0.035], [-0.011, 0.013, -0.002], [0.026, -0.023, 0.019], [-0.007, 0.008, 0.037], [0.019, -0.008, 0.007], [-0.059, -0.058, -0.098], [-0.003, 0.002, -0.003], [0.002, -0.004, 0.000], [-0.003, 0.002, 0.006], [0.002, 0.005, -0.004], [-0.048, 0.021, -0.082], [0.174, -0.211, 0.080], [-0.003, 0.012, 0.006], [0.015, 0.026, 0.059], [-0.164, -0.043, -0.087], [-0.015, 0.026, -0.042], [0.031, 0.010, -0.108]]}

***

# 4
{"formula": "C17H18FeNO4", "method": "ωB97M-V with the def2-TZVPD basis set", "total_energy_ev": -61975.05451, "gap_ha": [0.262, 0.168], "lumo_energy_ev": [-3.5, -6.6], "relative_energy_kcal_mol": 6.3, "multiplicity": 5, "charge": 1, "largest_force_ev_per_a": 8.38, "symbols": ["C", "O", "C", "C", "C", "C", "C", "C", "Fe", "C", "O", "C", "O", "C", "O", "H", "H", "H", "H", "H", "H", "H", "H", "H", "C", "C", "C", "C", "C", "N", "C", "C", "H", "H", "H", "H", "H", "H", "H", "H", "H"], "xyz": [[-3.317501, 1.104741, 2.476063], [-2.132792, 1.377077, 1.701445], [-1.045914, 0.563486, 1.786860], [-0.256676, 0.331953, 0.602153], [-0.010293, -1.140604, 0.491501], [0.894881, -1.493967, 1.594064], [0.632073, -0.860402, 2.815906], [-0.519175, -0.017304, 2.955872], [1.135953, 0.949656, 1.874461], [2.153849, 1.027594, 0.442470], [2.708439, 1.221508, -0.557181], [2.431368, 1.356476, 3.047723], [3.367500, 1.840349, 3.528781], [0.736410, 2.621121, 1.642660], [0.404717, 3.647937, 1.225607], [-3.877326, 2.042807, 2.482539], [-3.900701, 0.342320, 1.944503], [-3.076286, 0.774439, 3.497999], [-0.476009, 0.922004, -0.283902], [-1.011192, -1.602345, 0.635378], [0.301672, -1.482696, -0.497311], [1.667626, -2.256892, 1.473305], [1.188940, -1.127391, 3.721997], [-0.933835, 0.266251, 3.925411], [-1.489457, -5.916518, -4.829856], [-0.162931, -5.481972, -4.737866], [0.414597, -5.217118, -3.493398], [-0.338037, -5.389411, -2.323999], [0.269976, -5.085476, -0.966553], [-0.180668, -3.840464, -0.341379], [-1.626103, -5.936929, -2.405510], [-2.200815, -6.195434, -3.655961], [-1.957747, -6.034646, -5.809650], [0.425077, -5.334529, -5.640928], [1.449166, -4.874135, -3.404683], [0.045495, -5.959627, -0.330963], [1.354910, -5.001700, -1.087989], [-1.144480, -3.639303, -0.600759], [-0.097928, -3.866112, 0.666630], [-2.165586, -6.157568, -1.478057], [-3.208900, -6.603974, -3.713383]], "forces_ev_per_a": [[0.043, -0.099, 0.215], [1.416, -0.353, 0.020], [-1.219, 0.423, -0.562], [-3.317, 0.614, -1.561], [0.590, -0.015, -0.914], [-0.125, -1.113, 0.958], [-0.012, -1.374, 0.917], [-1.640, -0.549, 0.583], [-0.900, -3.118, 1.602], [4.413, 1.057, -6.171], [-1.653, -0.704, 2.674], [6.198, 2.026, 4.588], [-2.562, -1.181, -1.409], [-2.170, 7.812, -2.101], [0.883, -2.681, 1.229], [0.153, -0.230, 0.146], [0.152, 0.116, 0.237], [-0.168, 0.188, -0.363], [-0.472, -0.375, 0.053], [0.348, -0.158, 0.115], [0.266, 0.174, 0.274], [-0.230, 0.302, 0.220], [-0.255, -0.025, -0.457], [0.280, -0.287, -0.244], [0.206, -0.002, 0.363], [-0.079, 0.111, 0.107], [-0.432, -0.004, 0.154], [0.070, 0.001, -0.023], [0.232, -0.761, -0.003], [-0.354, 0.283, -0.564], [0.135, 0.188, -0.322], [0.120, 0.228, 0.078], [0.182, -0.140, 0.360], [-0.142, 0.006, 0.135], [-0.343, -0.074, -0.162], [0.230, 0.236, -0.048], [-0.092, -0.248, 0.068], [0.135, -0.165, 0.217], [-0.194, -0.287, -0.030], [0.085, 0.063, -0.382], [0.221, 0.116, 0.004]]}